[1]
A structure of composition C44H87Br12F16O22P5 at a distorted geometry. Source: the Open Molecules 2025 dataset; level of theory: the ωB97M-V functional and the def2-TZVPD basis.

Results
LUMO (spin up / spin down)   -5.118 / -9.882 eV
Electronic energy   -37576.80819 Ha
E_HOMO (spin up / spin down)   -11.6 / -11.6 eV
Expectation value of S²   0.7575
Gap between HOMO and LUMO (spin up / spin down)   6.4441 / 1.6798 eV
Net charge   +1
2S+1   2
Largest force on an atom   5.156 eV/Å

Element x y z (Å)
C: -1.573 -1.080 -7.263
C: -1.376 -2.505 -7.040
O: -2.504 -3.094 -6.405
P: -2.573 -3.158 -4.795
O: -1.370 -3.474 -4.017
O: -3.783 -4.165 -4.533
C: -3.654 -5.614 -4.611
C: -3.750 -6.130 -6.029
O: -3.185 -1.680 -4.455
C: -4.494 -1.329 -4.809
C: -5.418 -1.574 -3.659
H: -1.855 -0.555 -6.351
H: -0.653 -0.641 -7.650
H: -2.379 -0.907 -7.976
H: -1.074 -3.012 -7.957
H: -0.524 -2.668 -6.380
H: -2.832 -6.099 -4.085
H: -4.520 -5.968 -4.052
H: -4.742 -5.878 -6.402
H: -3.019 -5.600 -6.639
H: -3.602 -7.210 -6.059
H: -4.493 -0.316 -5.212
H: -4.814 -2.006 -5.600
H: -5.134 -0.977 -2.792
H: -6.401 -1.329 -4.060
H: -5.479 -2.642 -3.451
C: 2.094 -3.764 -5.229
C: 2.939 -2.556 -5.639
O: 2.080 -1.583 -6.220
P: 2.640 -0.068 -6.399
O: 4.129 0.090 -6.311
O: 2.028 0.334 -7.859
C: 1.650 1.686 -8.068
C: 0.177 1.973 -7.725
O: 1.712 0.704 -5.219
C: 2.257 0.743 -3.939
C: 1.512 1.951 -3.397
H: 2.762 -4.388 -4.635
H: 1.257 -3.436 -4.613
H: 1.738 -4.229 -6.148
H: 3.558 -2.191 -4.818
H: 3.678 -2.892 -6.367
H: 2.295 2.352 -7.496
H: 1.843 1.970 -9.103
H: -0.433 1.507 -8.499
H: -0.107 1.630 -6.730
H: 0.040 3.045 -7.583
H: 2.056 -0.175 -3.387
H: 3.317 0.986 -4.016
H: 1.888 2.063 -2.380
H: 1.725 2.877 -3.932
H: 0.436 1.782 -3.351
C: -3.782 10.037 -3.865
C: -4.048 8.788 -2.975
O: -3.168 8.878 -1.894
P: -2.935 7.560 -0.961
O: -4.218 6.881 -0.545
O: -1.808 6.751 -1.773
C: -1.567 5.422 -1.399
C: -0.481 4.957 -2.343
O: -2.095 8.137 0.326
C: -2.704 9.012 1.266
C: -2.211 10.457 1.014
H: -4.539 10.218 -4.627
H: -3.726 10.913 -3.219
H: -2.822 9.861 -4.350
H: -5.041 8.767 -2.526
H: -3.880 7.871 -3.541
H: -1.218 5.429 -0.366
H: -2.494 4.855 -1.487
H: -0.899 4.528 -3.253
H: 0.266 5.730 -2.522
H: 0.000 4.101 -1.869
H: -3.793 8.980 1.233
H: -2.462 8.816 2.310
H: -2.592 10.855 0.074
H: -2.540 11.146 1.793
H: -1.126 10.349 1.040
C: -0.689 -1.009 3.516
C: -0.989 -1.401 2.079
O: 0.178 -1.364 1.281
P: 0.206 -0.328 -0.004
O: 0.467 1.073 0.444
O: 1.275 -0.950 -1.058
C: 1.179 -2.292 -1.440
C: 1.958 -3.181 -0.418
O: -1.233 -0.634 -0.681
C: -1.670 0.029 -1.834
C: -1.942 1.558 -1.622
H: -1.427 -1.044 4.317
H: 0.203 -1.533 3.860
H: -0.347 0.026 3.489
H: -1.444 -2.390 2.037
H: -1.853 -0.786 1.825
H: 0.140 -2.619 -1.472
H: 1.657 -2.508 -2.395
H: 1.677 -4.234 -0.464
H: 3.004 -3.335 -0.686
H: 1.764 -2.799 0.584
H: -1.062 -0.197 -2.710
H: -2.674 -0.331 -2.059
H: -1.022 2.131 -1.738
H: -2.656 2.020 -2.302
H: -2.416 1.730 -0.655
C: 2.558 -2.884 4.219
C: 3.467 -1.787 4.778
O: 2.686 -0.623 4.740
P: 2.493 0.278 6.075
O: 3.665 0.343 7.048
O: 1.133 -0.299 6.707
C: 0.689 0.337 7.921
C: -0.618 -0.359 8.349
O: 1.989 1.746 5.562
C: 2.622 2.422 4.475
C: 4.111 2.739 4.816
H: 3.110 -3.807 4.042
H: 1.781 -3.022 4.971
H: 2.116 -2.699 3.240
H: 3.807 -2.029 5.785
H: 4.301 -1.708 4.079
H: 1.311 0.108 8.786
H: 0.590 1.420 7.852
H: -1.304 -0.622 7.544
H: -0.479 -1.277 8.919
H: -1.319 0.260 8.909
H: 2.665 1.837 3.555
H: 2.106 3.340 4.195
H: 4.709 1.848 4.624
H: 4.540 3.641 4.380
H: 4.275 2.952 5.872
C: 7.187 2.158 1.930
C: 7.708 3.613 1.630
C: 9.243 3.703 2.011
F: 9.556 3.307 3.269
F: 9.979 2.996 1.154
F: 7.561 3.968 0.357
F: 7.052 4.508 2.351
O: 5.876 1.878 1.398
C: 5.316 0.550 1.598
C: 4.035 0.458 0.718
F: 4.306 0.632 -0.602
F: 3.387 -0.678 0.884
F: 6.178 -0.361 1.154
F: 5.132 0.336 2.868
H: 7.207 2.006 3.010
H: 7.758 1.350 1.472
H: 9.683 4.683 1.827
H: 3.348 1.296 0.834
C: -2.289 -6.258 7.899
C: -3.143 -7.521 7.557
C: -4.640 -7.394 7.902
F: -5.172 -8.481 8.332
F: -4.951 -6.459 8.806
F: -2.957 -7.756 6.239
F: -2.590 -8.474 8.282
O: -2.868 -5.195 7.215
C: -2.737 -3.853 7.801
C: -3.380 -2.869 6.813
F: -4.660 -3.177 6.444
F: -3.332 -1.658 7.251
F: -3.443 -3.915 8.937
F: -1.412 -3.702 8.049
H: -1.256 -6.372 7.571
H: -2.224 -6.056 8.968
H: -5.154 -7.125 6.978
H: -2.723 -2.876 5.944
C: -0.524 3.495 2.811
Br: -1.080 3.023 4.630
Br: 0.081 5.355 2.748
Br: -2.082 3.337 1.547
H: 0.281 2.826 2.508
C: -2.819 -4.334 -0.856
Br: -3.942 -5.970 -1.105
Br: -1.390 -4.591 0.438
Br: -3.962 -2.739 -0.597
H: -2.338 -4.207 -1.826
C: 6.300 -2.948 -3.614
Br: 7.707 -2.350 -2.283
Br: 4.858 -3.836 -2.563
Br: 7.084 -4.204 -4.910
H: 5.833 -2.128 -4.159
C: -4.648 -5.157 2.807
Br: -6.500 -5.311 3.467
Br: -3.467 -6.670 3.465
Br: -3.826 -3.456 3.382
H: -4.622 -5.282 1.725

---

[2]
A structure of composition C44H88F24N12O26PS8 at a distorted geometry. Source: the Open Molecules 2025 dataset; level of theory: the ωB97M-V functional and the def2-TZVPD basis.

Results
LUMO   -2.036 eV
Electronic energy   -10266.00978 Ha
E_HOMO   -10.9 eV
Gap between HOMO and LUMO   8.9118 eV
Net charge   +1
Largest force on an atom   7.927 eV/Å

Element x y z (Å)
P: -24.454 -5.799 14.047
O: -23.568 -6.434 12.768
O: -25.315 -4.624 13.315
O: -23.391 -5.450 15.024
O: -25.629 -6.767 14.418
C: -20.564 -13.577 13.820
C: -21.513 -12.656 13.255
O: -21.486 -11.471 13.250
N: -22.710 -13.303 12.602
H: -22.453 -14.167 12.088
H: -23.222 -13.885 13.286
C: -23.760 -12.483 11.826
H: -20.319 -14.289 13.005
H: -21.001 -14.233 14.554
H: -19.818 -12.968 14.289
H: -24.302 -13.350 11.381
H: -23.334 -11.912 11.045
H: -24.210 -11.922 12.578
C: -31.846 -8.191 18.500
C: -31.644 -9.019 17.266
O: -32.594 -9.547 16.753
N: -30.307 -9.164 16.960
H: -25.401 -7.538 14.986
H: -29.842 -8.313 17.096
C: -29.901 -9.825 15.746
H: -32.883 -8.024 18.616
H: -31.386 -7.233 18.427
H: -31.655 -8.718 19.463
H: -30.715 -10.500 15.407
H: -29.107 -10.512 15.987
H: -29.590 -9.111 14.997
C: -27.082 -10.725 9.170
C: -26.918 -11.866 8.216
O: -25.963 -12.209 7.559
N: -28.207 -12.687 8.041
H: -28.387 -13.250 8.885
H: -28.964 -11.983 7.804
C: -27.992 -13.551 6.792
H: -26.615 -9.799 8.856
H: -26.680 -11.057 10.095
H: -28.134 -10.482 9.171
H: -27.447 -12.956 6.055
H: -28.931 -13.935 6.440
H: -27.325 -14.384 6.983
C: -29.739 -4.345 15.572
C: -29.084 -5.353 14.720
O: -28.995 -6.530 15.097
N: -28.713 -5.018 13.484
H: -24.892 -4.239 12.610
H: -28.307 -5.751 12.983
C: -28.348 -3.709 13.058
H: -29.364 -3.351 15.302
H: -29.660 -4.553 16.623
H: -30.773 -4.295 15.339
H: -29.291 -3.083 13.160
H: -27.852 -3.872 12.071
H: -27.579 -3.296 13.695
C: -20.545 -7.223 8.359
C: -20.868 -7.193 9.859
O: -20.489 -6.400 10.696
N: -21.793 -8.126 10.219
H: -21.900 -8.203 11.194
H: -23.899 -6.633 11.966
C: -22.637 -9.054 9.535
H: -21.567 -7.230 7.974
H: -19.910 -8.052 8.096
H: -20.118 -6.295 8.092
H: -23.199 -9.742 10.222
H: -22.093 -9.836 8.965
H: -23.324 -8.493 8.934
C: -19.712 -3.669 10.842
C: -19.537 -4.035 12.333
O: -18.675 -3.747 13.072
N: -20.569 -4.999 12.817
H: -21.481 -4.634 12.793
H: -20.663 -5.799 12.039
C: -20.175 -5.496 14.125
H: -20.685 -3.237 10.644
H: -19.719 -4.517 10.163
H: -18.912 -2.988 10.613
H: -20.932 -6.064 14.611
H: -20.052 -4.663 14.821
H: -19.267 -6.084 14.040
C: -37.809 -12.260 13.238
C: -37.558 -10.837 13.675
C: -36.044 -10.665 13.770
N: -35.460 -9.324 14.036
C: -33.941 -9.433 14.027
C: -33.089 -8.166 13.820
C: -33.604 -7.259 12.738
C: -35.097 -7.090 12.783
C: -35.888 -8.410 12.874
C: -35.906 -8.713 15.298
H: -38.924 -12.398 13.462
H: -37.147 -12.969 13.809
H: -37.575 -12.317 12.184
H: -37.991 -10.593 14.672
H: -37.981 -10.124 12.941
H: -35.647 -10.968 12.758
H: -35.698 -11.384 14.538
H: -33.722 -10.235 13.352
H: -33.771 -9.666 15.091
H: -32.101 -8.634 13.653
H: -32.996 -7.661 14.788
H: -33.309 -7.589 11.748
H: -33.146 -6.258 12.836
H: -35.490 -6.650 11.837
H: -35.419 -6.361 13.536
H: -35.547 -8.942 11.973
H: -36.966 -8.357 12.916
H: -35.770 -9.450 16.089
H: -36.930 -8.394 15.119
H: -35.353 -7.837 15.617
C: -28.386 -15.369 19.249
C: -28.184 -13.898 18.745
C: -26.736 -13.530 18.537
N: -26.492 -12.077 18.021
C: -25.024 -11.920 18.190
C: -24.537 -10.525 17.718
C: -25.057 -10.287 16.313
C: -26.509 -10.548 16.023
C: -26.932 -11.995 16.557
C: -27.190 -11.036 18.822
H: -27.904 -15.549 20.200
H: -28.109 -16.157 18.513
H: -29.478 -15.399 19.437
H: -28.680 -13.091 19.310
H: -28.661 -13.912 17.750
H: -26.347 -14.165 17.813
H: -26.228 -13.624 19.495
H: -24.483 -12.729 17.583
H: -24.769 -12.082 19.238
H: -23.442 -10.534 17.650
H: -24.952 -9.775 18.368
H: -24.528 -10.940 15.566
H: -24.726 -9.319 15.945
H: -26.598 -10.624 14.926
H: -27.119 -9.736 16.384
H: -26.425 -12.787 16.013
H: -27.972 -12.263 16.543
H: -28.258 -11.234 18.735
H: -27.005 -10.008 18.582
H: -26.949 -11.174 19.881
C: -26.284 -5.996 8.807
F: -27.069 -5.311 9.718
F: -26.576 -7.293 8.799
F: -26.624 -5.549 7.629
S: -24.508 -5.805 9.398
O: -24.458 -6.728 10.504
O: -23.663 -6.113 8.278
N: -24.433 -4.278 9.866
S: -23.092 -3.382 9.598
O: -22.878 -2.430 10.656
O: -22.000 -4.117 9.034
C: -23.756 -2.351 8.348
F: -24.786 -1.645 8.856
F: -22.738 -1.586 7.895
F: -24.241 -3.144 7.397
C: -28.924 -14.433 12.665
F: -28.786 -15.163 13.717
F: -28.927 -15.210 11.523
F: -30.060 -13.702 12.540
S: -27.298 -13.418 12.649
O: -27.427 -12.437 11.566
O: -27.232 -12.774 13.964
N: -26.152 -14.467 12.476
S: -25.498 -15.026 13.793
O: -24.365 -14.189 14.245
O: -26.355 -15.370 14.931
C: -24.587 -16.592 13.181
F: -23.964 -16.321 12.063
F: -23.687 -16.819 14.121
F: -25.547 -17.543 12.979
C: -22.783 -19.193 9.666
F: -21.701 -19.791 9.102
F: -23.845 -19.905 9.432
F: -22.601 -18.984 10.987
S: -22.974 -17.377 9.003
O: -22.721 -17.499 7.594
O: -24.241 -16.895 9.470
N: -21.673 -16.711 9.767
S: -21.429 -15.238 9.942
O: -22.494 -14.254 9.521
O: -20.926 -15.025 11.277
C: -20.090 -14.872 8.744
F: -20.608 -15.104 7.509
F: -19.783 -13.581 8.773
F: -18.989 -15.544 9.080
C: -30.845 -10.274 11.224
F: -29.862 -11.053 10.726
F: -30.895 -10.398 12.565
F: -30.552 -8.963 10.865
S: -32.515 -10.642 10.492
O: -32.630 -12.052 10.770
O: -33.409 -9.737 11.167
N: -32.416 -10.266 8.901
S: -31.373 -10.651 7.879
O: -30.198 -9.801 8.018
O: -31.020 -12.043 7.716
C: -32.201 -10.238 6.271
F: -33.260 -11.074 6.231
F: -32.678 -8.959 6.275
F: -31.313 -10.411 5.342